No. 1
# C37H31F6N3O8PS3Sm

A molecular structure, C37H31F6N3O8PS3Sm (the ωB97M-V functional and the def2-TZVPD basis, the OMol25 dataset).

Properties
multiplicity = 6
max |F| = 4.696 eV/A
HOMO energy (spin up / spin down) = -6.7 / -6.7 eV
calculated total energy = -135725.4338 eV
relative energy (zero: lowest compared OMol25 entry of this formula, charge and spin) = 0.0 kcal per mole
E_LUMO (spin up / spin down) = -0.10 / 0.06 eV

Structure (XYZ):
```
90
C37H31F6N3O8PS3Sm the ωB97M-V functional and the def2-TZVPD basis
Sm 11.6950 -0.5159 19.5964
O 10.9530 -4.5204 18.3623
S 11.3466 -3.1745 18.0375
O 10.3089 -2.1170 18.3169
O 12.6132 -2.6619 18.7613
C 11.6717 -3.2523 16.2253
C 11.5129 -4.4866 15.5792
C 11.6761 -4.5878 14.2048
C 12.0041 -3.4362 13.4822
C 12.1914 -2.2134 14.1240
C 12.0255 -2.1119 15.5175
P 12.3938 -0.4454 16.2540
C 14.1397 -0.0745 15.7664
C 15.1743 -0.5302 16.6057
C 16.5008 -0.2454 16.2996
C 16.8233 0.4968 15.1524
C 15.7905 0.9671 14.3549
C 14.4507 0.6864 14.6265
C 11.4486 0.8560 15.3466
C 11.7849 2.2409 15.4103
C 10.9174 3.2060 14.8930
C 9.7398 2.8524 14.2349
C 9.4003 1.4900 14.1750
C 10.2618 0.5140 14.6645
H 11.2704 -5.3577 16.2002
H 11.6314 -5.5364 13.6725
H 12.1932 -3.4900 12.3997
H 12.4329 -1.2958 13.5772
H 14.9053 -1.0550 17.5220
H 17.2827 -0.5978 16.9687
H 17.8608 0.6713 14.8466
H 16.0395 1.5297 13.4566
H 13.6657 1.0677 13.9537
H 12.7125 2.5748 15.8711
H 11.2207 4.2652 14.9444
H 9.2031 3.6551 13.6853
H 8.4982 1.1343 13.6449
H 10.0365 -0.5463 14.4766
F 8.9477 -0.3174 20.6228
C 8.7005 0.6128 21.6047
F 7.6711 0.2199 22.3568
F 8.4598 1.7938 21.0170
S 10.2311 0.6627 22.6490
O 11.2109 1.1707 21.6800
O 9.9079 1.4684 23.7732
N 10.5420 -0.8081 23.1760
S 11.2785 -1.9886 22.3060
O 12.6700 -1.6365 22.0179
O 10.5906 -2.1366 21.0179
C 10.9526 -3.6198 23.3727
F 11.3709 -3.5326 24.6188
F 9.6591 -3.8197 23.3583
F 11.5848 -4.5908 22.7360
C 6.4461 2.7691 16.5258
N 7.6567 2.7718 17.3507
N 8.3387 1.5569 17.6785
C 9.5360 1.9180 18.2795
O 10.4808 1.1062 18.6097
C 9.5095 3.3457 18.4149
C 8.4072 3.8502 17.7211
C 8.0096 5.2595 17.4061
C 7.6205 0.3211 17.8338
C 6.5528 0.2859 18.7144
C 5.8510 -0.9030 18.9100
C 6.1775 -2.0583 18.1971
C 7.2220 -2.0127 17.2765
C 7.9663 -0.8348 17.1084
H 6.2826 1.7664 16.1052
H 6.5567 3.4511 15.6753
H 5.5664 3.0942 17.0884
H 10.2551 3.8951 18.9723
H 8.8092 5.9659 17.6242
H 7.0979 5.5640 17.9662
H 7.7837 5.3388 16.3285
H 6.2737 1.2273 19.2017
H 5.0181 -0.9258 19.6379
H 5.6149 -2.9965 18.3443
H 7.5289 -2.9247 16.7392
H 8.8704 -0.8276 16.5055
C 16.7967 0.9573 20.6228
C 16.3309 -0.3484 20.7536
C 15.0494 -0.7052 20.3452
C 14.2633 0.3158 19.9072
C 14.6491 1.6490 19.7885
C 15.9679 1.9656 20.1090
H 17.8299 1.1929 20.8867
H 17.0352 -1.1078 21.1136
H 14.6915 -1.7426 20.3981
H 13.9605 2.3828 19.3704
H 16.3320 2.9864 19.9373
```

No. 2
# C4H8O

A single C4H8O molecule (the ωB97M-V functional and the def2-TZVPD basis, the OMol25 dataset).

Properties
max |F| = 0.496 eV/A
HOMO energy = -9.8 eV
SMILES = CCCC=O
calculated total energy = -6324.8349 eV
relative energy (zero: lowest compared OMol25 entry of this formula, charge and spin) = 7.7 kcal per mole
E_LUMO = 1.06 eV

Structure (XYZ):
```
13
C4H8O the ωB97M-V functional and the def2-TZVPD basis
C -1.2044 0.1293 0.8528
C 0.2559 -0.3300 0.8431
C 0.7870 -0.5620 -0.5795
C 0.5670 0.6792 -1.4072
O -0.0580 0.7256 -2.4391
H -1.3891 0.8980 0.0937
H -1.8856 -0.7003 0.6391
H -1.4793 0.5553 1.8216
H 0.3649 -1.2527 1.4247
H 0.8851 0.4217 1.3373
H 0.2892 -1.4024 -1.0735
H 1.8661 -0.7681 -0.5464
H 1.0012 1.6065 -0.9666
```

No. 3
# C5H14

2 unconnected molecules or ions with the total composition C5H14 (the ωB97M-V functional and the def2-TZVPD basis, the OMol25 dataset).

Properties
max |F| = 1.634 eV/A
HOMO energy = -11.2 eV
SMILES = CCC.CC
calculated total energy = -5411.3594 eV
relative energy (zero: lowest compared OMol25 entry of this formula, charge and spin) = 15.9 kcal per mole
E_LUMO = 1.13 eV

Structure (XYZ):
```
19
C5H14 the ωB97M-V functional and the def2-TZVPD basis
C -0.2061 -1.1607 -1.0887
C -1.0548 -0.8372 0.1318
C -2.1741 -1.8552 0.3993
H 0.6011 -1.8766 -0.9411
H 0.2265 -0.2843 -1.5594
H -0.8151 -1.5123 -1.9421
H -0.4008 -0.8555 1.0266
H -1.4678 0.1782 -0.0136
H -2.6966 -1.5655 1.3215
H -2.8601 -2.0238 -0.4260
H -1.7163 -2.8011 0.7281
C 1.6947 1.1555 -0.1095
C 1.5256 2.4640 0.7174
H 1.5942 1.4377 -1.1596
H 2.6035 0.5880 0.1370
H 0.8132 0.5781 0.0898
H 1.4765 3.2583 -0.0385
H 2.2898 2.5554 1.4880
H 0.5665 2.5573 1.2389
```

No. 4
# C17H14N3O3Pt

A molecular structure, C17H14N3O3Pt (the ωB97M-V functional and the def2-TZVPD basis, the OMol25 dataset).

Properties
max |F| = 0.682 eV/A
HOMO energy = -3.9 eV
calculated total energy = -31717.9731 eV
relative energy (zero: lowest compared OMol25 entry of this formula, charge and spin) = 0.0 kcal per mole
E_LUMO = 2.59 eV
charge = -1

Structure (XYZ):
```
38
C17H14N3O3Pt the ωB97M-V functional and the def2-TZVPD basis
Pt -0.3135 -0.4014 0.2864
O 0.6468 -2.1382 0.6653
C 1.3891 -2.3212 1.7003
C 1.8727 -3.6417 1.9312
C 2.6724 -3.9459 2.9978
C 3.0576 -2.9604 3.9249
C 2.6120 -1.6803 3.7295
C 1.7965 -1.3195 2.6364
C 1.4115 0.0623 2.5570
N 0.7958 0.6258 1.5809
C 0.3446 2.0174 1.7195
C -1.1339 2.0631 1.3258
N -1.1978 1.3886 0.0390
C -1.8662 1.9084 -0.9418
C -1.8076 1.5767 -2.3164
C -2.8956 1.9775 -3.1268
C -2.9335 1.7430 -4.4713
C -1.8171 1.1001 -5.0677
C -0.7214 0.7480 -4.3442
C -0.6178 0.9807 -2.9142
O 0.4320 0.7532 -2.2862
H 1.5667 -4.3974 1.2196
H 3.0090 -4.9679 3.1305
H 3.6852 -3.2082 4.7702
H 2.8924 -0.9001 4.4307
H 1.6729 0.6841 3.4154
H 0.5242 2.3811 2.7347
H 0.9032 2.6323 1.0101
H -1.7378 1.5294 2.0651
H -1.4695 3.1025 1.2521
H -2.5307 2.7375 -0.6719
H -3.7374 2.4649 -2.6410
H -3.7889 2.0307 -5.0681
H -1.8343 0.8989 -6.1346
H 0.1351 0.2777 -4.8124
O -2.5389 -3.5792 -1.3685
C -2.1039 -2.5300 -0.9967
N -1.7463 -1.4563 -0.6487
```

No. 5
# C2H24O10

10 unconnected molecules or ions with the total composition C2H24O10 (the ωB97M-V functional and the def2-TZVPD basis, the OMol25 dataset).

Properties
multiplicity = 2
max |F| = 2.185 eV/A
HOMO energy (spin up / spin down) = -13.8 / -13.1 eV
calculated total energy = -22927.2927 eV
relative energy (zero: lowest compared OMol25 entry of this formula, charge and spin) = 2.7 kcal per mole
E_LUMO (spin up / spin down) = -3.10 / -10.93 eV
charge = +1

Structure (XYZ):
```
36
C2H24O10 the ωB97M-V functional and the def2-TZVPD basis
C -7.9304 -1.7171 -39.1291
O -8.4027 -0.9714 -37.9709
H -8.4939 -1.3192 -39.9731
H -6.8623 -1.6399 -39.3321
H -8.1478 -2.7738 -38.9736
H -8.4386 -0.0361 -38.1842
C -10.6630 2.2491 -35.7495
O -9.9002 1.0685 -35.8738
H -11.5369 2.0218 -35.1390
H -10.0399 3.0113 -35.2815
H -11.0793 2.7727 -36.6101
H -10.4971 0.3301 -36.0153
O -13.7476 2.6897 -37.4624
H -13.1160 2.3116 -38.0742
H -13.9262 3.5631 -37.8112
O -14.4782 1.3460 -34.8376
H -14.2440 2.0841 -35.4004
H -14.1628 0.5751 -35.3092
O -13.3451 -1.0365 -36.2533
H -12.4693 -1.1866 -36.6092
H -13.6872 -1.9136 -36.0798
O -11.7000 1.3656 -39.1095
H -11.6367 0.5435 -39.5957
H -10.8541 1.4500 -38.6696
O -7.2746 4.3768 -34.1376
H -7.4573 3.5105 -34.5014
H -7.8071 4.4207 -33.3434
O -10.7722 5.6636 -33.7984
H -10.0063 5.2642 -33.3860
H -11.5117 5.1410 -33.4882
O -7.4181 1.9327 -35.2819
H -7.1041 2.0521 -36.1783
H -8.3117 1.6047 -35.3824
O -10.8040 -1.7833 -36.9588
H -10.6113 -2.1681 -36.1038
H -9.9468 -1.6683 -37.3689
```

No. 6
# C2H5O2

A gas-phase ion, C2H5O2 (charge +1) (the ωB97M-V functional and the def2-TZVPD basis, the OMol25 dataset).

Properties
multiplicity = 3
max |F| = 8.112 eV/A
HOMO energy (spin up / spin down) = -13.0 / -18.6 eV
calculated total energy = -6235.4071 eV
relative energy (zero: lowest compared OMol25 entry of this formula, charge and spin) = 19.7 kcal per mole
E_LUMO (spin up / spin down) = -3.65 / -10.21 eV
charge = +1

Structure (XYZ):
```
9
C2H5O2 the ωB97M-V functional and the def2-TZVPD basis
C 0.5003 1.2756 0.3408
C -0.3517 -0.8426 -0.5455
O -0.8331 -1.1015 0.6064
O 0.6010 0.5177 -0.5560
H 1.0794 2.2109 0.3520
H -0.2462 1.4838 1.1659
H 0.4900 -1.4617 -1.0624
H -1.1207 -0.4386 -1.2985
H -0.1189 -1.6436 0.9973
```

No. 7
# C2H3O2P

A single C2H3O2P molecule (the ωB97M-V functional and the def2-TZVPD basis, the OMol25 dataset).

Properties
max |F| = 3.760 eV/A
HOMO energy = -9.5 eV
SMILES = O=CCP=O
calculated total energy = -15504.4612 eV
relative energy (zero: lowest compared OMol25 entry of this formula, charge and spin) = 34.2 kcal per mole
E_LUMO = -1.29 eV

Structure (XYZ):
```
8
C2H3O2P the ωB97M-V functional and the def2-TZVPD basis
O 0.7654 1.9014 -0.3402
C -0.0429 1.0133 -0.4727
C 0.2807 -0.4320 -1.3451
P 0.3170 -1.6000 0.0553
O 0.0557 -0.5226 1.1568
H -1.1312 1.2331 -0.4674
H 1.2942 -0.3210 -1.7611
H -0.5699 -0.7075 -1.9861
```